11
Properties=species:S:1:pos:R:3:forces:R:3:lowdin_charge:R:1 method="wB97M-V/def2-TZVPD" smiles=Cc1ncco1 homo_energy_ev=-8.929 total_energy_ev=-7765.443 lumo_ha=0.036
C 1.857 0.025 0.075 0.1 -0.2 2.4 -0.0018
C 0.393 -0.007 -0.077 -0.1 1.0 -0.4 -0.4728
N -0.321 0.955 0.406 -0.2 0.4 -0.5 0.1078
C -1.620 0.577 0.153 -0.4 -0.3 0.1 -0.1286
C -1.616 -0.645 -0.404 -0.4 -0.1 0.1 -0.1029
O -0.311 -1.055 -0.528 0.2 0.2 -0.4 0.0673
H 1.668 -0.111 1.251 2.3 -0.4 -2.1 0.1447
H 2.299 1.029 -0.007 -0.7 -0.2 -0.1 0.0813
H 2.505 -0.646 -0.527 -0.8 -0.1 1.0 0.0896
H -2.472 1.197 0.386 0.1 0.0 0.0 0.1047
H -2.382 -1.319 -0.729 0.0 -0.1 -0.1 0.1106